1.
Density functional theory data (wB97M-V/def2-TZVPD) for C48H44MoN13S as an isolated structure.

Geometry as ORCA input:
```
! wB97M-V def2-TZVPD RIJCOSX def2/J DEFGRID3
* xyz 3 1
Mo 0.0217 -0.0067 0.0726
C -4.5389 -1.0637 0.6978
C -3.1673 -1.1678 0.5204
N -2.3739 -0.0976 0.4609
C -2.9887 1.0826 0.6008
C -4.3639 1.1739 0.7718
N -5.1487 0.1060 0.8187
C -2.1298 2.2677 0.5040
C -2.6168 3.5457 0.6760
C -1.7832 4.6465 0.5278
C -0.4684 4.3810 0.1709
C -0.0355 3.0826 0.0386
N -0.8379 2.0185 0.2255
C 1.3383 2.7525 -0.3446
C 2.3261 3.7139 -0.5354
N 3.5552 3.4153 -0.9230
C 3.7915 2.1293 -1.1525
C 2.8311 1.1602 -0.9407
N 1.5951 1.4471 -0.5000
C -2.2694 6.0229 0.7273
C -3.5167 6.4121 0.2600
C -3.9242 7.7198 0.4850
N -3.1868 8.6177 1.1431
C -1.9915 8.2268 1.5902
C -1.4850 6.9476 1.4007
H -5.1526 -1.9569 0.7330
H -2.7342 -2.1416 0.4107
H -4.8547 2.1340 0.8649
H -3.6531 3.7037 0.9375
H 0.2082 5.2020 -0.0172
H 2.1148 4.7602 -0.3595
H 4.7796 1.8538 -1.5051
H 3.0802 0.1364 -1.1370
H -4.1500 5.7316 -0.2994
H -4.8849 8.0639 0.1188
H -1.4125 8.9703 2.1263
H -0.5116 6.6802 1.7989
C 2.4402 -2.8884 -2.5026
C 1.9103 -1.9756 -1.4479
N 0.9639 -1.1388 -1.6548
N 0.5343 -1.0439 -2.9562
C -0.5371 -0.2964 -3.2833
N -0.9671 -0.3774 -4.5316
S -1.2360 0.7250 -2.1482
C 2.5195 -1.8969 -0.0995
C 3.6444 -2.6098 0.2304
C 4.2653 -2.3925 1.4594
C 3.7334 -1.4416 2.2939
C 2.5897 -0.7566 1.8953
N 1.9764 -0.9809 0.7311
H 1.6184 -3.4175 -2.9947
H 3.0903 -3.6531 -2.0928
H 3.0194 -2.3340 -3.2504
H 0.9600 -1.6491 -3.6392
H -0.5108 -0.9344 -5.2385
H -1.7099 0.2340 -4.8344
H 4.0593 -3.3303 -0.4585
H 5.1511 -2.9516 1.7365
H 4.1858 -1.2063 3.2481
H 2.1577 -0.0039 2.5333
C -3.7662 -5.4490 2.1043
C -2.7536 -5.3608 3.2199
C -2.8716 -6.1420 4.3654
C -1.9470 -6.0646 5.3964
C -0.8656 -5.2038 5.2893
C -0.7140 -4.4256 4.1509
C -1.6622 -4.4968 3.1350
N -1.5245 -3.7446 1.9125
C -0.9514 -2.5257 1.7514
N -1.0704 -1.7379 2.8278
C -0.5876 -0.4491 3.1428
C -0.0257 0.4017 2.1944
C 0.4967 1.6046 2.7048
C 0.4078 1.9618 4.0323
C -0.2353 1.1111 4.9265
C -0.7306 -0.1064 4.5052
C -1.4028 -1.0359 5.4905
N -0.4786 -2.1193 0.5653
C -0.4369 -3.1693 -0.4510
C -1.1794 -2.9948 -1.6205
C -1.1704 -3.9381 -2.6355
C -0.4007 -5.0865 -2.4997
C 0.3526 -5.2587 -1.3511
C 0.3631 -4.3212 -0.3128
C 1.2026 -4.6475 0.9034
H -4.6029 -6.0816 2.3929
H -3.3386 -5.8862 1.1943
H -4.1636 -4.4638 1.8473
H -3.7148 -6.8188 4.4506
H -2.0650 -6.6829 6.2767
H -0.1313 -5.1462 6.0838
H 0.1535 -3.7817 4.0541
H -1.7059 -4.2657 1.0708
H -1.5306 -2.2045 3.5963
H 1.0247 2.2910 2.0589
H 0.8288 2.8990 4.3754
H -0.3380 1.3939 5.9677
H -1.4544 -0.5711 6.4724
H -0.8594 -1.9775 5.6093
H -2.4324 -1.2737 5.1994
H -1.7751 -2.0972 -1.7376
H -1.7749 -3.7827 -3.5215
H -0.3986 -5.8459 -3.2725
H 0.9523 -6.1560 -1.2360
H 2.2046 -4.9576 0.5975
H 0.7746 -5.4877 1.4550
H 1.2960 -3.8174 1.6003
*
```

## Properties
Frontier orbital gap, Eh: 0.232
HOMO level, eV: -15.162
Molecular weight, g/mol: 930.98

=====

2.
Density functional theory data (wB97M-V/def2-TZVPD) for a 2-piece molecular cluster, C48H44N3O4 overall.

Geometry as ORCA input:
```
! wB97M-V def2-TZVPD RIJCOSX def2/J DEFGRID3
* xyz 1 1
H 0.2616 2.9842 -1.7430
C 0.2885 3.6064 -2.7057
H 0.2734 2.8734 -3.5438
C -0.9189 4.4763 -2.9193
C -2.2583 3.8598 -2.9649
O -3.2943 4.4435 -3.2559
O -2.2286 2.5461 -2.6853
C -3.5401 2.0012 -2.9181
C -3.5005 0.5451 -2.5838
C -0.8453 5.7455 -3.3851
N 0.3742 6.3485 -3.5504
C 1.5556 5.6969 -3.2992
C 1.5456 4.4063 -2.8972
C 2.8576 3.7246 -2.9345
O 3.9403 4.2972 -2.9474
O 2.7464 2.3752 -2.9765
C 4.0726 1.8158 -3.0996
C 3.9669 0.3180 -3.1672
H -4.2587 2.5411 -2.2903
H -3.7975 2.1696 -3.9731
H -4.5033 0.1234 -2.6788
H -2.8296 0.0034 -3.2581
H -3.1550 0.3981 -1.5565
H -1.7070 6.3397 -3.6767
H 0.4062 7.3009 -3.9007
H 2.4579 6.2747 -3.4881
H 4.5413 2.2392 -4.0034
H 4.6511 2.1427 -2.2262
H 4.9773 -0.1007 -3.1578
H 3.4112 -0.0825 -2.3106
H 3.4895 0.0033 -4.1018
C 6.5244 -2.7151 5.1165
C 6.9233 -1.5255 4.4964
C 6.3177 -1.1188 3.3089
C 5.3304 -1.9291 2.7254
N 4.8109 -1.5513 1.4520
C 5.3272 -2.2282 0.2997
C 4.8017 -3.4743 -0.0556
C 5.2989 -4.1459 -1.1727
C 6.3564 -3.6028 -1.9076
C 6.8910 -2.3657 -1.5396
C 6.3876 -1.6781 -0.4310
C 3.6760 -0.7226 1.3420
C 3.7229 0.4252 0.5293
C 2.5680 1.1367 0.2633
C 1.2973 0.7149 0.7527
C 0.1183 1.4140 0.3913
C -1.1797 0.8340 0.5505
C -2.2505 1.6027 1.0903
C -3.4813 1.0395 1.3896
C -3.7289 -0.3260 1.1149
N -4.9254 -0.9658 1.4614
C -5.4133 -2.0577 0.6705
C -5.6025 -3.3333 1.2265
C -6.0840 -4.3738 0.4247
C -6.4284 -4.1441 -0.9103
C -6.2417 -2.8707 -1.4605
C -5.7633 -1.8246 -0.6675
C -5.7564 -0.4652 2.5090
C -6.8726 0.3155 2.1797
C -7.7769 0.6873 3.1758
C -7.5863 0.2732 4.4958
C -6.4351 -0.4507 4.8295
C -5.5148 -0.8166 3.8459
C -2.7308 -1.0687 0.4431
C -1.4955 -0.5059 0.1782
C 1.2957 -0.4314 1.6153
C 2.4722 -1.0699 1.9812
C 4.9401 -3.1239 3.3308
C 5.5124 -3.4920 4.5500
H 7.0134 -3.0420 6.0335
H 7.7134 -0.9145 4.9247
H 6.6113 -0.1990 2.7950
H 3.9948 -3.8905 0.5551
H 4.8569 -5.0989 -1.4581
H 6.7715 -4.1518 -2.7546
H 7.7101 -1.9308 -2.1102
H 6.7967 -0.7129 -0.1217
H 4.7001 0.7209 0.1391
H 2.6008 2.0054 -0.3942
H 0.1781 2.4824 0.1685
H -2.0358 2.6418 1.3264
H -4.2781 1.6536 1.8277
H -5.3540 -3.5026 2.2786
H -6.1980 -5.3721 0.8464
H -6.8524 -4.9450 -1.5213
H -6.4800 -2.6713 -2.5051
H -5.6796 -0.8069 -1.0606
H -7.0112 0.6183 1.1382
H -8.6361 1.2972 2.9058
H -8.3285 0.5248 5.2556
H -6.2475 -0.7376 5.8638
H -4.6139 -1.3913 4.0914
H -2.9635 -2.0943 0.1525
H -0.7535 -1.1062 -0.3446
H 0.3550 -0.8144 2.0022
H 2.4734 -1.8869 2.7027
H 4.1988 -3.7539 2.8294
H 5.1726 -4.4035 5.0377
*
```

## Properties
Frontier orbital gap, Eh: 0.190
HOMO level, eV: -9.916
Molecular weight, g/mol: 726.90

=====

- Look up the frontier orbital gap of the second one.
  0.190 Eh

=====

- What is the formula in the first record?
  C48H44MoN13S

=====

- What is the formula in the first record?
  C48H44MoN13S

=====

- The lowest HOMO level belongs to which entry?
  C48H44MoN13S